Below is a 4-piece molecular cluster, C15H34F6NO13S4 overall, with properties calculated with ωB97M-V/def2-TZVPD.

Each line ends with the Mulliken charge.
Element x y z (Å)
S 7.04868 3.47958 2.97733  1.11
S 1.23174 3.97995 -0.24693  1.05
S -2.44158 -3.16829 -2.64287  1.25
S -7.71063 -6.47398 -1.42764  1.22
F -0.83477 2.20983 -0.94919  -0.17
F 0.72394 1.54171 -2.23727  -0.21
F 3.90230 4.26367 -0.28694  -0.16
F 2.67723 6.00560 0.17877  -0.18
F 2.99581 4.46216 1.68468  -0.17
F 0.08158 0.29324 -0.63335  -0.27
O 8.51646 3.80880 2.52891  -0.31
O -6.66513 -5.55195 -1.09125  -0.57
O -1.34893 -3.24294 -3.56411  -0.62
O 0.23886 4.38971 0.66164  -0.51
O 6.30479 3.01904 1.82914  -0.59
O 6.48905 4.55442 3.73197  -0.62
O -3.52904 -2.14690 -3.19746  -0.24
O 5.01506 1.56733 -0.21998  -0.57
O 1.20451 4.19125 -1.64048  -0.53
O -7.42882 -7.87640 -1.42494  -0.66
O -8.97797 -6.19423 -0.52402  -0.28
O -2.16080 -2.83414 -1.27578  -0.66
O -0.24443 1.80992 1.60866  -0.27
N 1.34289 2.13120 -0.07914  0.47
C 3.80938 1.51029 0.49973  -0.54
C 2.86184 4.70950 0.39559  0.72
C -2.24543 -0.20237 -3.99127  -0.98
C -3.42695 -4.61242 -2.74494  -0.95
C -8.97792 -6.74387 0.82167  -0.38
C -8.11819 -5.94649 1.77622  -0.96
C 8.72131 4.70468 1.39736  -0.23
C 1.09500 1.68636 1.36310  -1.02
C -0.59474 1.61362 2.98828  -0.84
C -8.42157 -6.00049 -2.96372  -0.95
C 7.41851 2.12742 4.03103  -1.02
C 8.51832 6.15652 1.76339  -0.98
C 2.69377 1.56561 -0.55777  -0.53
C 0.26108 1.52234 -1.01885  0.70
C -3.26806 -0.74007 -3.01255  -0.37
H -2.17552 0.88224 -3.88805  0.37
H -8.39173 -4.89195 1.74804  0.26
H 2.46941 0.55933 -0.90752  0.49
H -7.63070 -6.07026 -3.70737  0.36
H -9.23098 -6.68529 -3.19962  0.33
H 9.74814 4.50914 1.09987  0.29
H -1.55577 1.10574 3.00119  0.29
H 1.70639 2.33772 1.99736  0.69
H 7.84922 1.32517 3.43856  0.32
H -2.52069 -0.43759 -5.01824  0.34
H 8.11141 2.47233 4.79385  0.38
H -4.23546 -0.26218 -3.14977  0.27
H -2.96393 -0.57653 -1.97694  0.31
H 3.02133 2.16809 -1.40261  0.29
H -10.02495 -6.71420 1.11366  0.27
H -8.67177 -7.78887 0.77018  0.35
H -8.77939 -4.97795 -2.88160  0.32
H 8.81984 6.78041 0.92203  0.39
H -0.67066 2.58016 3.48879  0.29
H -1.26219 -0.63453 -3.80634  0.26
H -4.26716 -4.52285 -2.05980  0.30
H 6.48018 1.81594 4.48479  0.37
H 5.53567 2.28627 0.16294  0.44
H -2.79247 -5.44985 -2.46228  0.40
H 3.76628 0.55793 1.03556  0.37
H 0.14058 0.98548 3.49830  0.38
H 8.07008 4.38823 0.58236  0.22
H -7.06152 -6.02912 1.52745  0.29
H 7.47749 6.37190 1.99990  0.27
H -8.26661 -6.32270 2.78863  0.39
H 9.12235 6.42064 2.63042  0.28
H -3.76532 -4.72532 -3.77138  0.33
H 1.44229 0.64883 1.41777  0.55
H 3.74900 2.32441 1.22288  0.34

Forces on the atoms, in the same order (eV/Å):
0.163 0.076 0.027
0.135 0.351 -0.035
-0.100 0.124 -0.033
-0.128 0.069 -0.087
-0.534 0.389 0.121
0.229 0.053 -0.550
-0.347 0.237 0.175
0.163 -0.582 0.145
-0.009 0.084 -0.188
-0.108 -0.655 0.196
-0.034 -0.027 0.033
0.103 0.006 -0.036
0.042 -0.053 0.011
-0.162 0.010 0.306
-0.180 -0.014 -0.129
-0.085 0.006 0.009
0.003 -0.025 -0.049
-0.199 0.127 0.006
0.104 -0.086 -0.302
0.084 -0.022 0.043
0.036 0.060 0.050
0.054 0.021 0.033
-0.026 -0.140 -0.038
0.249 -0.355 0.117
0.188 -0.063 -0.170
0.038 0.209 -0.165
0.141 -0.074 0.035
-0.072 -0.119 0.082
-0.065 -0.152 0.183
0.064 0.060 -0.096
0.065 0.144 -0.226
-0.223 0.197 0.016
-0.020 -0.017 0.064
-0.015 -0.013 -0.035
-0.012 -0.051 -0.002
-0.071 -0.033 0.112
-0.051 0.101 0.077
0.333 0.178 0.214
-0.008 0.245 0.082
-0.057 0.011 -0.008
-0.030 -0.009 0.035
0.048 0.055 -0.060
0.003 -0.011 0.006
0.000 -0.001 0.001
0.012 -0.040 0.071
0.024 0.078 -0.008
0.050 -0.081 -0.044
0.011 0.007 -0.003
-0.054 0.025 0.006
-0.007 0.005 0.006
-0.038 -0.082 -0.057
0.021 -0.051 0.008
-0.056 -0.025 0.034
-0.014 0.047 -0.056
0.035 0.015 -0.057
0.009 0.005 0.005
0.021 -0.005 -0.004
0.044 -0.040 -0.027
-0.001 0.000 -0.016
-0.004 -0.005 -0.004
-0.003 0.014 0.003
0.285 -0.174 0.095
0.024 0.019 0.003
-0.101 0.094 0.094
-0.036 0.015 -0.047
-0.042 -0.036 0.047
-0.003 -0.020 0.001
-0.002 -0.008 -0.015
-0.018 -0.001 0.004
0.037 0.015 -0.032
0.029 0.012 -0.013
0.064 0.049 0.003
0.007 -0.139 0.035

Values from the calculation:
Net charge   +1


Below is C15H35AgN6O8 as an isolated structure in a non-equilibrium geometry, with properties calculated with ωB97M-V/def2-TZVPD.

Each line ends with the Mulliken charge.
Element x y z (Å)
Ag -0.92003 -0.75959 0.10040  1.34
O -1.46435 1.91693 0.48551  -0.35
O -4.50242 -3.36567 0.82927  -0.60
O 2.68169 3.98432 0.57970  -0.65
O -0.47624 -0.19428 -2.34288  -0.52
O -2.85981 -1.95145 0.60692  -0.58
O -3.56401 -2.51746 2.58071  -0.61
O 1.20046 -1.68089 -0.57304  -0.07
O 0.36013 -1.51839 2.10951  -0.51
N -3.25790 3.08393 -0.22712  -0.16
N 2.12050 1.80875 0.76787  0.27
N -1.25420 -0.82057 -4.36158  -0.19
N 1.11875 -3.87784 -0.99929  -0.06
N 1.18000 -0.15421 3.69560  -0.17
N -3.66034 -2.60100 1.32730  0.75
C -0.16773 -4.08794 -0.34844  -0.69
C 1.60704 1.72552 -0.59057  -1.06
C 1.71439 -2.66887 -1.04818  0.35
C -1.35376 4.26153 0.73527  -1.23
C -2.00997 2.99895 0.27312  0.61
C -0.03845 0.69295 3.79208  -0.70
C 2.79251 2.91059 1.16667  0.71
C -4.08677 1.97539 -0.62368  -0.85
C 3.14188 -2.70585 -1.62055  -1.51
C -0.89990 -2.21034 -4.19718  -0.77
C 2.52975 -2.04203 3.02992  -1.35
C 1.27232 -1.23441 2.86636  0.58
C -1.11102 0.07968 -3.35503  0.54
C -1.64502 1.45012 -3.59759  -0.67
C 3.66622 2.76508 2.38992  -1.09
H 2.46268 1.72102 -1.26358  0.45
H -4.45093 1.94003 -1.65258  0.32
H 1.53372 -4.68119 -1.43281  0.22
H -2.24381 1.61080 -4.49086  0.39
H -3.51356 1.05328 -0.51239  0.23
H 1.99900 1.06732 1.43422  -0.02
H 1.10016 0.76343 -0.69599  0.35
H 3.15597 -3.03990 -2.65338  0.39
H 1.87710 0.03085 4.39415  0.25
H -4.96140 1.87742 0.01989  0.32
H -0.20151 -2.61063 -4.93143  0.32
H 2.50078 -2.84122 2.29342  0.25
H 3.49546 -1.68335 -1.48214  0.33
H -3.62982 4.00935 -0.36459  0.18
H -0.90410 -3.31219 -0.58412  0.07
H -0.67782 -4.98861 -0.68222  0.40
H -1.60942 5.10225 0.07707  0.41
H 0.18685 1.46752 4.52095  0.36
H -0.67947 -2.56032 -3.19246  0.07
H -0.05621 -4.04422 0.73404  0.18
H 0.85995 2.48025 -0.81279  0.10
H 3.82196 -3.30762 -1.01785  0.38
H -2.28277 1.75869 -2.76423  -0.05
H -1.74004 4.54833 1.71592  0.32
H -1.80450 -2.80854 -4.39375  0.38
H 4.28761 1.87203 2.31038  0.32
H 4.24309 3.66157 2.57753  0.34
H 2.98925 2.56205 3.22770  0.19
H -1.90933 -0.61873 -5.09542  0.27
H -0.87453 0.11796 4.18582  0.35
H -0.79794 2.13105 -3.49619  0.22
H -0.22007 1.07688 2.79334  0.03
H 2.76757 -2.46480 4.01299  0.40
H -0.26757 4.26124 0.78258  0.19
H 3.42991 -1.41497 2.98779  0.36

Forces on the atoms, in the same order (eV/Å):
-0.289 0.066 0.229
0.030 -0.096 -0.338
0.514 0.687 -0.384
0.335 -0.495 0.004
-0.321 0.072 0.013
0.105 0.359 -0.989
0.035 0.299 -1.180
0.159 0.815 0.002
0.315 -0.136 -0.152
-0.332 0.936 -0.794
0.122 0.272 0.008
0.164 -0.014 0.543
-0.914 -0.357 -0.177
-0.507 0.538 0.067
-0.371 -1.109 2.215
-0.610 0.630 0.124
-0.343 -0.991 0.483
0.963 -1.585 0.017
-0.336 1.470 -0.421
0.590 -1.321 0.947
1.000 -0.885 -0.032
-0.168 1.053 -0.164
-0.064 -1.289 0.349
-0.490 0.999 0.707
-1.452 -1.620 -0.480
0.921 -0.143 0.101
-0.437 0.535 1.487
0.438 -0.474 -0.231
-0.415 0.768 0.784
-0.665 -0.656 0.271
-0.198 0.321 -0.306
0.246 0.718 -0.107
0.314 0.121 -0.051
0.381 -0.116 -0.274
0.036 0.082 0.226
0.061 -0.318 -0.208
0.188 0.118 -0.044
0.083 0.120 -0.092
0.233 -0.333 -0.111
0.030 0.083 0.090
0.484 0.492 0.172
0.371 0.099 -0.041
0.115 -0.007 -0.593
0.041 -0.008 0.045
0.319 0.203 -0.119
0.511 -0.313 0.106
-0.074 -0.094 0.031
-0.013 0.260 -0.250
0.559 0.828 0.146
-0.077 -0.268 0.038
0.247 0.302 -0.048
-0.293 -0.353 0.000
0.009 -0.343 0.107
-0.001 -0.231 0.053
-0.005 0.200 -0.144
0.214 0.167 -0.082
0.010 0.024 -0.054
0.143 0.202 0.154
0.034 0.158 -0.035
-0.135 -0.075 -0.337
-0.010 0.048 -0.497
-0.493 0.306 0.090
-1.119 -0.198 0.112
-0.003 -0.625 -0.032
-0.190 0.102 -0.957


Below is C15H35CaF2N6O9S2 as an isolated structure in a non-equilibrium geometry, with properties calculated with ωB97M-V/def2-TZVPD.

Each line ends with the Mulliken charge.
Element x y z (Å)
Ca -0.16553 0.42650 -0.37870  3.33
S -1.84415 3.39977 -0.52912  0.83
S 0.55984 3.84247 -0.84052  0.82
F 1.95116 3.07345 -1.15951  -0.24
F -2.65387 2.02036 -0.42841  -0.12
O -1.90757 -0.23948 -1.88572  -0.59
O -1.22501 0.66984 1.72689  -0.22
O -0.25227 -1.80628 0.15124  -0.11
O -2.34857 4.02620 -1.70439  -0.57
O -2.07279 4.01831 0.73509  -0.57
O 0.81533 4.43700 0.44383  -0.63
O 1.36325 -0.26695 -1.85070  -0.88
O 1.56852 0.89131 1.03691  -0.33
O 0.44256 4.69955 -1.97139  -0.61
N -3.99554 -1.09615 -1.97007  -0.17
N 0.77446 -3.64643 0.95656  -0.08
N 2.58369 -0.42507 -3.70851  -0.16
N -1.15731 0.18369 3.90891  -0.17
N -0.34142 2.56876 -0.80098  -0.36
N 2.77134 2.18022 2.40933  -0.12
C -4.41942 -0.83634 -0.60093  -0.65
C -0.24073 -3.01695 0.35038  0.29
C 1.99315 -2.99889 1.39267  -1.04
C -2.83062 -0.73289 -2.53281  0.65
C -1.43110 -3.88069 -0.04311  -1.39
C -0.19011 -0.88550 3.77080  -0.53
C 1.98254 -0.97000 -2.65209  0.41
C 3.95829 0.94952 0.68379  -1.33
C -1.64179 0.88606 2.86808  0.39
C 2.67256 1.30692 1.41175  0.61
C -2.71386 -0.99773 -4.01538  -1.44
C 2.74508 0.99273 -3.89900  -0.90
C -2.77636 1.84146 3.11814  -1.10
C 2.07451 -2.47222 -2.48671  -0.66
C 1.67607 2.72434 3.17581  -0.61
H 3.48861 1.39699 -3.19916  0.29
H 2.07423 -3.03664 2.48324  0.35
H 2.09277 -1.96420 1.08183  0.21
H 3.11908 1.25591 -4.88405  0.38
H 2.86343 -3.56844 1.05752  0.39
H -4.83426 -1.73260 -0.13897  0.34
H -3.54177 -0.59107 -0.00713  -0.02
H 2.02697 3.42015 3.93248  0.40
H 4.17461 1.69648 -0.07800  0.28
H -2.52307 2.80349 2.68112  0.20
H 2.99544 -1.03284 -4.39479  0.26
H 2.54237 -2.69280 -1.53447  0.04
H -4.65011 -1.50370 -2.61789  0.19
H -1.40210 0.44132 4.84857  0.26
H 3.86113 -0.01742 0.20045  0.20
H -2.22016 -3.24658 -0.43737  0.10
H -2.99410 -0.15033 -4.64233  0.33
H -1.17774 -4.67790 -0.73709  0.40
H 1.87268 1.60893 -3.68019  0.23
H 0.69182 -4.63566 1.11576  0.23
H 0.83731 -0.52108 3.73495  0.21
H 1.00829 3.28470 2.51380  0.15
H -1.83037 -4.30626 0.88256  0.42
H -3.29473 -1.86679 -4.32314  0.44
H 1.09619 1.94990 3.67823  0.06
H 1.04564 -2.82834 -2.54198  0.15
H 2.64969 -2.95291 -3.27630  0.46
H -3.69296 1.41865 2.71504  0.23
H -0.32168 -1.55540 4.62017  0.45
H -2.92706 1.98105 4.19142  0.46
H 3.68228 2.52310 2.66722  0.24
H 4.75296 0.95342 1.43097  0.47
H -0.34722 -1.49748 2.88425  -0.15
H -5.17386 -0.05578 -0.63348  0.36
H -1.66860 -1.16678 -4.27539  0.24

Forces on the atoms, in the same order (eV/Å):
-0.502 -1.541 0.673
-1.906 -1.806 -0.718
4.932 1.798 -0.132
-0.433 -0.272 0.183
0.195 0.250 0.030
0.149 0.029 0.014
-0.162 -0.052 0.052
0.232 -0.227 0.160
0.546 -0.307 0.439
0.860 -0.357 -0.285
-0.457 -0.411 -0.544
0.416 -0.153 -0.070
0.327 -0.249 0.290
-0.591 -0.270 0.252
0.045 -0.349 -0.422
0.067 0.244 -0.223
0.070 -0.247 -0.424
0.089 0.003 -0.040
-3.282 3.242 0.368
0.837 0.095 0.645
0.267 -0.328 -0.240
-0.625 -0.217 -0.280
0.725 -0.485 0.764
0.087 0.122 0.160
0.032 0.327 0.706
0.146 -0.348 0.154
0.048 0.047 -0.209
-0.290 0.158 0.772
-0.186 -0.398 -0.470
-0.272 0.447 -0.919
0.427 -0.138 -0.297
0.520 1.440 0.635
0.569 0.027 0.878
-0.238 0.466 -0.563
-1.035 0.276 -0.282
0.030 -0.273 -0.013
-0.204 0.197 0.001
-0.402 0.000 -0.243
-0.196 -0.422 -0.183
-0.088 0.094 -0.303
-0.168 -0.059 -0.250
-0.076 0.466 -0.090
0.328 -0.090 -0.063
-0.097 0.104 0.026
-0.258 -0.036 -0.260
0.110 -0.074 0.103
-0.175 -0.085 0.220
-0.217 0.058 0.219
-0.262 0.083 -0.066
0.002 -0.074 0.084
0.156 0.053 -0.250
-0.312 0.148 0.347
0.055 -0.020 -0.004
-0.362 -0.516 -0.190
-0.023 -0.040 -0.034
0.019 0.044 0.049
0.008 -0.129 0.060
0.042 -0.260 -0.142
-0.046 0.048 -0.008
0.075 -0.138 -0.070
0.072 -0.260 0.315
0.017 0.062 -0.014
0.022 0.128 -0.284
0.194 0.101 0.095
-0.047 0.022 -0.056
0.072 -0.163 -0.214
0.269 -0.178 -0.319
-0.248 0.344 -0.196
0.105 0.195 0.443
-0.001 -0.150 0.235

Values from the calculation:
Net charge   +1


Respective HOMO values: -12.202 -7.477 -12.030 eV.
Respective frontier orbital gap values: 8.84 7.83 9.97 eV.